Computed, not measured: C26H37BrN2O2S3SbSi3V as an isolated structure at a distorted geometry, with ωB97M-V/def2-TZVPD.

Results
net charge	-1
HOMO (alpha / beta)	-4.244 / -4.359	eV
⟨S²⟩	0.853
molecular weight	842.661	g mol⁻¹
calculated total energy	-7094.59011	a.u.
2S+1	2
F_max	2.394	eV Å⁻¹
lowest unoccupied orbital energy (alpha / beta)	1.5 / 1.7	eV

XYZ file:
```
76
Properties=species:S:1:pos:R:3:lowdin_charge:R:1
V -0.41 -1.39 -0.87 0.342
Br 5.37 -2.34 -5.19 0.704
C 4.12 -2.18 -3.78 -0.695
C 4.19 -3.07 -2.70 -0.115
C 3.31 -2.98 -1.65 0.015
C 2.30 -2.00 -1.66 -0.393
O 1.45 -1.90 -0.68 -0.264
C 2.24 -1.11 -2.75 -0.160
C 1.27 -0.04 -2.78 -0.064
N 0.27 0.11 -1.99 -0.043
C -0.54 1.29 -2.20 -0.221
C -1.13 1.36 -3.45 -0.071
C -1.97 2.41 -3.79 -0.072
C -2.20 3.37 -2.83 -0.044
C -1.60 3.32 -1.58 -0.167
C -1.92 4.36 -0.61 -0.055
C -1.16 4.52 0.46 -0.055
C 0.05 3.64 0.62 -0.390
N -0.16 2.28 0.09 -0.033
C -0.73 2.26 -1.20 -0.144
C 3.16 -1.20 -3.80 -0.067
H 4.96 -3.84 -2.70 0.099
H 3.36 -3.66 -0.82 0.119
H 1.43 0.74 -3.53 0.153
H -1.01 0.52 -4.13 0.049
H -2.46 2.42 -4.75 0.103
H -2.87 4.20 -3.04 0.107
H -2.78 4.98 -0.80 0.109
H -1.37 5.27 1.21 0.106
H 0.23 3.54 1.69 0.091
H 3.10 -0.51 -4.63 0.114
C -0.10 -4.47 0.57 -0.139
O -0.47 -3.12 0.73 -0.373
Si 0.14 -2.08 1.94 0.322
C 1.97 -2.31 2.24 -0.147
C -0.58 -2.72 3.55 -0.158
C -0.48 -0.51 1.24 -0.485
Si -2.16 -0.12 2.01 0.380
C -2.05 0.18 3.88 -0.181
C -3.39 -1.56 1.91 -0.222
C -3.01 1.45 1.43 -0.181
Si 0.62 0.95 1.04 0.441
C 1.28 4.30 -0.01 -0.031
C 2.36 0.74 0.34 -0.139
C 1.10 1.71 2.71 -0.168
H -0.68 -5.10 1.25 0.089
H 0.97 -4.62 0.77 0.078
H -0.30 -4.75 -0.46 0.031
H 2.17 -3.36 2.45 0.033
H 2.23 -1.76 3.15 0.037
H 2.63 -1.99 1.44 0.004
H -0.16 -3.71 3.72 0.036
H -1.66 -2.80 3.56 0.019
H -0.28 -2.10 4.40 0.031
H -1.83 -0.73 4.45 -0.001
H -3.03 0.54 4.21 0.030
H -1.32 0.93 4.17 0.008
H -3.78 -1.77 2.91 0.027
H -2.95 -2.48 1.51 0.011
H -4.23 -1.32 1.26 0.010
H -2.54 2.32 1.87 0.022
H -4.04 1.41 1.79 0.036
H -3.03 1.58 0.35 0.009
H 1.14 4.38 -1.09 0.086
H 2.18 3.71 0.18 0.063
H 1.43 5.30 0.39 0.078
H 2.43 0.78 -0.74 0.019
H 2.86 -0.16 0.66 0.016
H 2.92 1.59 0.74 0.025
H 0.26 2.02 3.33 0.016
H 1.80 2.53 2.65 0.028
H 1.60 0.89 3.24 0.037
S -2.74 -1.40 -5.03 -0.341
Sb -2.79 -2.63 -3.13 0.270
S -0.46 -3.08 -2.54 0.047
S -2.56 -1.02 -1.17 0.165
```



Computed, not measured: C26H37ClFeN2O2 as an isolated structure at a distorted geometry, with ωB97M-V/def2-TZVPD.

Results
net charge	-1
HOMO (alpha / beta)	0.176 / -4.390	eV
⟨S²⟩	8.773
molecular weight	500.892	g mol⁻¹
calculated total energy	-2996.80229	a.u.
2S+1	6
F_max	3.221	eV Å⁻¹
lowest unoccupied orbital energy (alpha / beta)	2.7 / 2.7	eV

XYZ file:
```
69
Properties=species:S:1:pos:R:3:lowdin_charge:R:1
Fe -0.08 0.02 0.79 0.340
Cl -2.09 0.02 1.59 -0.021
N 0.36 2.02 0.01 0.082
N 0.30 -2.02 0.02 0.100
C -0.23 2.72 -0.95 -0.319
C -0.29 -2.74 -0.92 -0.304
C 1.23 2.94 0.76 -0.569
C 1.36 4.13 -0.18 -0.079
C 2.59 2.32 1.08 -0.051
C 0.53 3.34 2.05 -0.034
H 2.97 1.84 0.18 0.086
H 2.50 1.55 1.87 0.040
H 3.28 3.10 1.44 0.086
H -0.42 3.83 1.80 0.093
H 1.18 4.04 2.58 0.083
H 0.36 2.45 2.67 0.057
C 1.14 -2.95 0.81 -0.561
C 1.24 -4.18 -0.10 -0.075
C 0.41 -3.31 2.09 -0.033
C 2.50 -2.36 1.14 -0.046
H 2.90 -1.87 0.24 0.088
H 3.20 -3.18 1.44 0.088
H 2.44 -1.62 1.95 0.040
H -0.54 -3.80 1.85 0.092
H 0.23 -2.41 2.69 0.060
H 1.03 -4.01 2.67 0.085
O 0.22 -3.96 -1.12 0.007
H 1.01 -5.14 0.39 0.129
H 2.21 -4.25 -0.62 0.126
O 0.30 3.93 -1.17 0.000
H 2.31 4.16 -0.73 0.125
H 1.16 5.11 0.30 0.128
C -1.49 2.43 -1.68 -0.078
C -1.52 -2.43 -1.70 -0.057
C -1.43 -1.21 -2.56 -0.211
H -2.30 -2.27 -0.94 0.130
H -1.79 -3.33 -2.26 0.111
C -1.47 0.00 -1.89 -0.098
C -1.42 1.22 -2.55 -0.215
H -1.71 -0.01 -0.82 -0.001
C -1.37 1.24 -3.95 -0.248
C -1.35 0.02 -4.63 -0.056
C -1.44 2.55 -4.69 -0.069
C -1.38 -1.21 -3.96 -0.253
H -1.38 0.03 -5.72 0.084
C -1.45 -2.51 -4.72 -0.073
H -1.46 -2.32 -5.80 0.064
H -2.38 -3.02 -4.46 0.072
H -0.61 -3.19 -4.50 0.077
H -2.37 3.06 -4.42 0.075
H -1.44 2.38 -5.77 0.064
H -0.60 3.22 -4.45 0.079
H -1.78 3.33 -2.23 0.110
H -2.25 2.26 -0.89 0.120
C 3.19 0.93 5.08 -0.065
C 2.04 -0.07 4.83 -0.652
C 2.62 -1.45 5.16 -0.066
C 0.86 0.25 5.74 -0.063
C 1.52 0.00 3.48 -0.171
C 0.88 0.07 2.42 -0.192
H 3.49 0.86 6.14 0.079
H 2.86 1.96 4.87 0.080
H 4.05 0.68 4.45 0.084
H 2.90 -1.45 6.23 0.078
H 1.90 -2.26 4.98 0.080
H 3.53 -1.65 4.57 0.082
H 0.49 1.26 5.54 0.088
H 0.03 -0.45 5.55 0.094
H 1.21 0.17 6.78 0.076
```



What is the formula in the second record? C26H37ClFeN2O2